DFT (the ωB97M-V functional and the def2-TZVPD basis) results for 4 unconnected molecules or ions with the total composition C15H43BrO12P4S.

Cartesian coordinates (Å):
C 1.15 3.74 -0.99
C 1.13 2.51 -2.09
Br 2.95 2.11 -2.80
C 0.30 1.17 -1.55
P -1.53 1.41 -2.08
C -3.28 1.71 -2.78
C -4.50 1.15 -1.84
C -4.85 2.29 -0.71
S -5.81 3.77 -1.35
H 1.81 3.45 -0.06
H 0.04 4.06 -0.71
H 1.66 4.67 -1.55
H 0.48 2.92 -3.01
H 0.71 0.28 -2.23
H 0.46 0.96 -0.41
H -1.96 0.24 -1.31
H -1.59 2.67 -1.36
H -1.07 1.28 -3.47
H -3.34 1.19 -3.85
H -3.43 2.87 -2.97
H -5.45 1.02 -2.55
H -4.31 0.11 -1.33
H -3.85 2.58 -0.18
H -5.54 1.75 0.10
H -5.58 3.99 -2.72
C 3.60 -3.40 3.34
O 3.97 -3.43 1.97
P 3.97 -1.86 1.24
O 2.49 -2.04 0.88
O 4.93 -2.45 0.03
C 4.54 -3.62 -0.66
O 3.97 -0.30 0.50
C 3.75 -0.19 -0.89
H 3.65 -4.42 3.74
H 4.29 -2.76 3.89
H 2.57 -3.03 3.45
H 3.45 -3.76 -0.66
H 5.02 -4.49 -0.21
H 4.88 -3.54 -1.70
H 2.98 -0.89 -1.24
H 4.68 -0.38 -1.43
H 3.42 0.83 -1.12
C 11.93 -3.81 3.73
O 11.23 -3.71 2.51
P 9.53 -3.47 2.71
O 9.33 -5.00 2.75
O 9.44 -2.91 1.16
C 9.98 -3.69 0.11
O 7.83 -3.23 2.92
C 6.95 -3.68 1.90
H 12.99 -3.93 3.52
H 11.78 -2.90 4.32
H 11.58 -4.68 4.30
H 9.99 -4.76 0.34
H 11.00 -3.35 -0.10
H 9.38 -3.54 -0.78
H 7.25 -4.64 1.48
H 6.89 -2.92 1.11
H 5.95 -3.79 2.33
C -13.71 2.82 -0.19
O -12.45 3.37 0.14
P -11.14 2.62 -0.70
O -11.01 1.59 0.43
O -10.20 3.94 -0.39
C -10.09 4.41 0.94
O -9.82 1.87 -1.54
C -8.53 1.88 -0.95
H -14.48 3.36 0.35
H -13.88 2.91 -1.26
H -13.74 1.76 0.10
H -10.24 3.62 1.68
H -10.82 5.21 1.11
H -9.09 4.83 1.08
H -8.58 1.72 0.13
H -8.04 2.83 -1.16
H -7.94 1.08 -1.40

Output
HOMO-LUMO gap = 5.73 eV
Highest occupied orbital energy = -0.3162 hartree
Net charge = 0
SMILES string = C[C@@H](Br)C[PH3]CCCS.COP(=O)(OC)OC.COP(=O)(OC)OC.COP(=O)(OC)OC
Energy = -158840.6153 eV